Entry 1:
Computed, not measured: a molecular structure, C24H66F9FeN8O18S2 at a distorted geometry, with the ωB97M-V functional and the def2-TZVPD basis.

```
128
Properties=species:S:1:pos:R:3:lowdin_charge:R:1
Fe 3.4498 -1.1019 -3.0263 1.14
S 3.4983 -4.4721 -3.5330 0.53
S 4.0847 2.2162 -2.8144 0.53
F 1.5974 -4.7908 -1.8336 0.13
F 3.5843 -4.9002 -0.9319 0.16
F 4.6465 2.0981 -0.2365 0.13
F 4.8655 4.0279 -1.1411 0.17
F -0.5680 -2.1768 -1.8422 0.14
F 2.9083 3.3008 -0.7132 0.13
F -1.6392 -0.2529 -2.0993 0.13
F 2.8201 -6.4845 -2.0926 0.20
F -0.9846 -1.3296 -3.8935 0.11
O 1.3880 -3.1633 0.4253 -0.07
O -2.4385 -3.8442 -5.7990 -0.02
O 1.6189 -0.7876 -3.2942 -0.12
O 4.8447 -4.9095 -3.7079 -0.26
O 3.9033 0.7508 -2.6242 -0.38
O 3.4145 -3.0111 -3.2472 -0.40
O -4.3692 -6.7329 -1.5549 -0.17
O 2.5854 -4.9177 -4.5180 -0.24
O 1.1994 0.0568 -1.2936 -0.09
O -1.5293 -2.9031 0.9222 -0.05
O 3.8628 1.0103 3.9014 -0.23
O -0.5077 5.4061 2.9352 -0.19
O 2.9772 2.8402 -3.4273 -0.24
O 3.3123 -1.6192 -1.0275 -0.07
O 3.9460 -0.6906 -4.9753 -0.04
O -2.8283 2.2027 -2.3326 -0.19
O -1.1538 -0.5587 4.5876 -0.03
O 5.3912 2.4925 -3.3411 -0.26
N -3.6171 -2.0391 -4.8703 0.14
N -4.7471 -4.0901 -5.5292 0.13
N -0.2543 1.4580 5.3353 0.15
N 1.1743 -0.2367 4.4981 0.16
N -0.8248 -7.5684 -1.5382 0.03
N -1.7086 7.2393 5.8959 0.02
N -4.7783 0.4071 -2.9998 0.04
N 3.4053 4.0356 4.5911 0.04
C -4.8268 -5.4549 -1.9163 -0.12
C 4.6727 -0.1389 4.0498 -0.10
C -1.9026 3.1662 -2.0973 -0.13
C -0.7993 6.3986 5.1417 -0.46
C -1.9871 -6.7681 -1.1587 -0.41
C 2.8457 -5.2084 -1.9754 -0.74
C -1.4480 5.8618 3.8593 -0.24
C -5.7977 0.7290 -0.7914 -0.08
C -0.6319 -1.0148 -2.5740 -0.44
C -0.1435 0.1836 4.7433 -0.58
C -5.0653 1.4195 -1.9276 -0.39
C 4.5523 2.1268 3.4000 -0.23
C 0.6264 1.1480 -0.5665 -0.23
C 0.6426 -0.2050 -2.5867 -0.37
C -1.0683 4.6473 1.8731 -0.10
C -3.5227 -3.3770 -5.3592 -0.55
C 4.4689 4.3225 2.3783 -0.05
C -3.7337 1.9607 -1.3233 -0.24
C 4.1267 2.9428 -1.1170 -0.69
C -0.2114 5.3659 6.0761 -0.06
C 3.6955 3.3607 3.2878 -0.43
C -3.1158 -7.0355 -2.1234 -0.22
C -1.5468 -5.3222 -1.2941 -0.08
C 1.1698 1.1693 0.8742 -0.04
H -1.1162 1.9404 5.1967 0.08
H 0.4419 5.8716 6.7892 0.08
H 4.8893 1.8561 2.3913 0.12
H -1.4719 -4.9592 -2.3248 0.09
H 2.7471 3.1011 2.8049 0.13
H 4.0343 -2.0223 -0.5159 0.11
H 4.8550 -0.6325 3.0827 0.09
H -2.8578 -1.4081 -4.9005 0.05
H -2.9814 -6.4831 -3.0626 0.12
H 1.9239 -3.7016 1.0273 0.06
H -0.2476 -7.1931 -2.2832 0.07
H 2.2545 1.2492 0.7767 0.06
H 4.5542 -0.0974 -5.4539 0.12
H -1.7140 3.2618 -1.0197 0.08
H 3.1564 3.2455 5.2149 0.07
H 0.8963 0.3362 1.5245 0.07
H -1.9331 5.1653 1.4410 0.09
H -4.2594 -0.3780 -2.6130 0.05
H -4.1411 -4.6151 -1.7535 0.07
H -2.2224 -6.9356 -0.1148 0.14
H 4.3391 4.2566 4.9795 0.07
H 0.2938 4.5688 5.5383 0.06
H -4.0486 2.9061 -0.8288 0.13
H 4.1472 -0.8759 4.6696 0.08
H -1.1009 -8.4889 -1.8822 0.07
H -5.6467 -3.7450 -5.2896 0.08
H 2.4889 -1.7307 -0.4636 0.09
H -1.3407 3.6866 2.3387 0.09
H -2.1715 7.8882 5.2365 0.08
H -4.9631 -5.4844 -3.0134 0.07
H 5.5963 0.0714 4.6063 0.09
H 3.5996 -1.3274 -5.6394 0.13
H -0.4647 1.2546 -0.5649 0.11
H 0.0123 7.0571 4.7969 0.14
H 0.7629 2.0391 1.4034 0.07
H 1.9216 0.4367 4.4466 0.05
H -2.0860 4.9877 4.1457 0.13
H -3.1676 -8.0914 -2.4059 0.12
H 4.6833 3.7358 1.4961 0.04
H -0.5498 -5.1245 -0.8832 0.06
H -2.2059 -4.6532 -0.7292 0.06
H 1.0317 2.0683 -1.0171 0.11
H -0.9816 4.9732 6.7555 0.08
H 1.3252 -1.1963 4.2846 0.09
H -5.7762 -5.2665 -1.4322 0.08
H -4.6650 -5.0024 -5.9293 0.09
H -1.6935 -2.4415 1.7657 0.07
H 5.3462 4.6352 2.9508 0.09
H 0.3939 0.7924 -2.9967 0.18
H -2.2351 4.1404 -2.4666 0.10
H -4.5161 -1.6356 -4.6835 0.06
H -4.1721 0.8323 -3.7015 0.07
H -2.5498 6.6842 6.1382 0.08
H -2.1187 6.6047 3.4032 0.12
H 0.5621 1.9399 5.6437 0.07
H -1.7940 -2.2830 0.2296 0.04
H -5.6724 2.2580 -2.2704 0.14
H -0.9507 2.9300 -2.5700 0.09
H 0.4818 -3.2051 0.8236 0.04
H -6.8192 0.4786 -1.0885 0.08
H 5.4158 2.3420 4.0458 0.14
H 3.8958 5.2073 2.1201 0.09
H -5.8821 1.3814 0.0814 0.08
H -3.4020 1.2817 -0.5209 0.12
H -0.3419 4.4923 1.0809 0.08
H -5.3187 -0.2188 -0.5386 0.08
```

Properties
multiplicity = 6
HOMO energy (alpha / beta) = -8.68 / -8.68 eV
frontier orbital gap (alpha / beta) = 8.205 / 5.923 eV

=====

Entry 2:
Computed, not measured: a molecular structure, C24H66MgN9O15 at a distorted geometry, with the ωB97M-V functional and the def2-TZVPD basis.

```
115
Properties=species:S:1:pos:R:3:lowdin_charge:R:1
Mg -1.5723 -2.0441 2.4365 0.73
O 0.7090 -0.9123 -0.6486 -0.01
O 5.1691 -2.6454 -0.0175 -0.17
O 0.0424 0.7974 0.4194 0.01
O 1.8879 -4.1303 2.4445 0.05
O -1.1019 1.2708 4.6990 0.06
O -0.9847 -0.5477 3.6224 -0.03
O -3.3320 -1.1003 2.2920 -0.28
O 5.3621 4.7219 1.9003 -0.17
O 2.1298 -2.0179 2.3517 0.02
O -0.8479 -1.0906 0.7463 -0.05
O 1.5737 -5.8952 -1.5215 -0.19
O 0.2445 -2.8999 2.5664 -0.09
O -2.9810 5.2977 2.2817 -0.19
O -4.1281 0.6848 -2.8200 -0.20
O 0.5442 0.7996 3.4659 0.09
N 1.4504 -3.0213 2.4269 -0.63
N -1.3806 2.9890 1.4681 0.06
N 3.7029 -0.2567 -0.6332 0.07
N -0.4914 0.4871 3.9705 -0.60
N -0.3471 1.1511 -2.6351 0.06
N -0.3695 -3.9397 -0.5020 0.04
N -2.4198 -3.4228 1.3340 0.04
N -0.0118 -0.3838 0.1818 -0.54
N 3.0093 1.8717 1.8127 0.31
C -3.4850 -2.7629 0.5631 -0.39
C 2.5488 3.9677 0.9932 -0.05
C -3.5054 3.2740 0.4770 -0.04
C -2.0818 3.8212 0.5945 -0.48
C -3.8578 0.2179 2.6230 0.02
C 4.0691 -0.5863 -3.0855 -0.05
C -1.8348 2.8867 -3.3662 -0.07
C 5.1126 -2.1387 -1.3335 -0.20
C 2.8154 -6.4044 -2.0697 -0.09
C -1.7753 1.6312 -2.5589 -0.41
C -2.6954 0.4890 -3.0909 -0.15
C 0.8590 -4.8696 -2.2995 -0.16
C -3.3155 6.6507 2.6885 -0.07
C 4.5144 3.7755 2.5277 -0.16
C -0.4804 -4.5400 -1.7440 -0.45
C 3.9370 -1.2240 -1.6921 -0.46
C 6.0418 5.5570 2.7159 -0.15
C -4.2532 -1.9129 1.5626 -0.17
C -1.2010 -3.4262 -2.5554 -0.03
C -4.9634 -0.4785 -2.9276 -0.09
C 4.0917 -3.4796 0.3149 -0.10
C -4.3770 -3.7572 -0.2048 -0.02
C 3.7017 3.1136 1.4210 -0.34
C -2.0943 5.2056 1.1737 -0.21
H 0.7561 -5.2840 -3.3023 0.13
H -3.9109 3.7789 -0.3998 0.08
H -4.6478 -0.2193 3.2335 0.10
H -2.7594 3.3745 -3.0575 0.08
H -4.5889 -1.1333 -2.1407 0.05
H -0.2692 0.2155 -2.2628 0.02
H 2.7986 -6.7928 -3.0881 0.08
H -4.8541 -1.0112 -3.8722 0.09
H 3.0628 -1.8733 -1.7393 0.11
H -2.4979 0.3087 -4.1475 0.12
H 3.2586 -7.1411 -1.3997 0.09
H 1.4406 -3.9477 -2.2911 0.13
H -1.2125 -3.8024 -3.5784 0.08
H -0.6385 -2.5066 -2.7170 0.08
H 2.9402 4.8970 0.5792 0.10
H -2.3781 -0.4310 -2.6001 0.09
H 4.2685 -3.8313 1.3314 0.10
H 4.9004 0.1158 -3.1497 0.07
H -2.3485 7.1521 2.7264 0.08
H 2.7551 -0.5928 -0.5390 0.03
H 1.8338 4.1869 1.7862 0.09
H 6.7437 4.9805 3.3185 0.10
H 3.2898 0.1490 -3.2860 0.07
H 4.0657 -4.3118 -0.3886 0.07
H -5.1117 -1.4821 1.0473 0.14
H 4.1362 -1.3840 -3.8253 0.08
H -1.1208 2.0725 1.1325 0.04
H -6.0041 -0.2099 -2.7460 0.09
H 5.4895 6.2732 3.3244 0.09
H -4.3457 0.6512 1.7498 0.09
H -2.1164 1.7514 -1.5307 0.10
H -2.5431 5.8175 0.3912 0.12
H -3.1257 0.8192 3.1620 0.09
H -3.7814 -4.4993 -0.7365 0.08
H 6.0396 -1.6193 -1.5765 0.13
H -5.1059 -4.1406 0.5092 0.09
H -0.5573 3.5026 1.7483 0.06
H -4.0676 3.4053 1.4015 0.08
H 1.8854 3.4947 0.2691 0.08
H -4.6805 -2.4955 2.3788 0.14
H 0.1761 1.6610 -1.9377 0.05
H 2.0316 1.8020 1.5690 0.09
H -2.2092 -3.1349 -2.2608 0.06
H -1.8680 2.6294 -4.4249 0.08
H -3.7842 7.2112 1.8797 0.08
H 5.1321 -2.9248 -2.0883 0.12
H 0.3647 -4.5255 -0.1306 0.10
H 4.0816 -0.8234 0.1122 0.05
H 3.1309 -2.9656 0.3426 0.06
H 5.0922 2.9492 2.9419 0.13
H -3.8618 6.7134 3.6297 0.09
H -3.1083 -1.9903 -0.1071 0.13
H 3.9010 4.2090 3.3175 0.14
H 3.5162 1.1788 1.2805 0.09
H -1.1312 -5.3839 -1.5150 0.15
H -1.0377 3.6204 -3.2457 0.08
H -1.0881 5.5995 1.3165 0.12
H -1.5788 3.6669 -0.3601 0.13
H -2.7509 -4.3142 1.6743 0.13
H -1.8023 -3.7790 0.6185 0.04
H 4.3451 2.9609 0.5545 0.16
H 6.6098 6.2380 2.0821 0.09
H -3.3327 2.2244 0.2388 0.05
H 3.5801 -5.6357 -1.9582 0.05
H -0.0676 -2.9918 -0.6763 0.06
H -4.9673 -3.2055 -0.9365 0.07
```

Properties
multiplicity = 2
HOMO energy (alpha / beta) = -8.35 / -8.35 eV
frontier orbital gap (alpha / beta) = 8.468 / 3.526 eV

=====

Entry 3:
Computed, not measured: 7 unconnected molecules or ions with the total composition C24H66N4O11 at a distorted geometry, with the ωB97M-V functional and the def2-TZVPD basis.

```
105
Properties=species:S:1:pos:R:3:lowdin_charge:R:1
O -1.5772 -0.4974 4.8161 -0.20
O 2.5906 -3.5689 5.8147 -0.20
O -2.1162 0.3978 -3.3271 -0.04
O 2.4313 2.7571 -5.9854 -0.23
O 4.2678 -0.8045 -1.5094 -0.20
O 2.8328 7.3298 -1.0942 -0.23
O -3.8025 -5.9375 1.4317 -0.18
O 0.6682 2.3699 -0.1897 -0.22
O -6.6519 -2.3274 0.0404 -0.21
O -2.2357 -3.0514 -3.0104 -0.04
O -1.7048 -1.1236 -0.3721 -0.05
N -0.5229 -3.1284 3.9625 -0.03
N 2.3886 -0.2698 -3.8247 -0.04
N -3.6191 -2.3179 1.1135 -0.08
N 2.5651 4.3148 -1.9924 -0.04
C -5.7070 -1.3227 0.3263 -0.23
C -3.5888 -3.6445 0.5890 -0.22
C 2.3173 0.1466 -2.4341 -0.24
C 1.9507 2.7191 -7.3911 -0.06
C 3.5065 -3.0691 6.7885 -0.10
C 1.9375 4.4391 -0.6693 -0.18
C -0.6658 0.4884 5.2511 -0.11
C -0.0499 1.6611 0.7707 -0.13
C -3.6846 -4.5310 1.7793 -0.20
C 2.3376 5.5743 -2.7395 -0.19
C 3.6103 0.4696 -1.7551 -0.19
C -4.9470 -1.8344 1.5289 -0.17
C 1.7853 3.1696 0.2626 -0.17
C 2.8440 0.8509 -4.7039 -0.18
C -0.5222 -1.8941 3.1987 -0.25
C 3.8843 7.7276 -0.2579 -0.12
C 5.6474 -0.7704 -1.0895 -0.10
C 3.2703 6.7712 -2.3403 -0.19
C -1.6753 -0.9851 3.4434 -0.17
C -5.0833 -6.2463 1.0266 -0.15
C 1.7574 1.8948 -5.0335 -0.19
C 0.8300 -3.5275 4.3834 -0.22
C -7.4152 -2.2068 -1.2071 -0.06
C 1.4223 -2.7845 5.5199 -0.22
H 1.3317 5.9806 -2.8453 0.11
H 3.5160 0.9890 -0.8014 0.10
H -0.4374 2.3656 1.5067 0.08
H 4.2831 6.3966 -2.1917 0.11
H 2.4352 5.1069 0.0338 0.10
H 1.0623 3.3348 -7.5318 0.08
H -5.4305 -2.5564 2.1869 0.12
H 0.5942 -2.6605 6.2178 0.13
H -3.0125 -1.6061 0.7320 0.05
H -6.2627 -0.4300 0.6133 0.11
H 4.2961 1.0321 -2.3886 0.11
H -0.8269 0.6570 6.3158 0.09
H 1.5210 -3.5984 3.5434 0.13
H -1.1979 -2.9853 4.7001 0.10
H 3.9390 -2.1223 6.4651 0.08
H 1.8712 -1.8591 5.1591 0.11
H 3.3113 8.3900 0.3909 0.09
H 0.8284 -4.5978 4.5895 0.12
H -0.9323 1.2733 0.2616 0.07
H -4.4602 -4.3692 2.5279 0.12
H 1.7857 1.0981 -2.4492 0.09
H 4.2856 -3.8163 6.9392 0.08
H 3.0381 -1.0253 -3.6589 0.10
H 2.7165 2.6085 0.1844 0.09
H 0.9275 4.7810 -0.8953 0.12
H 5.7173 -0.4338 -0.0551 0.08
H 3.0654 0.3831 -5.6632 0.12
H 6.0528 -1.7817 -1.1218 0.08
H -5.8636 -6.2213 1.7873 0.09
H -1.8327 -2.2798 -3.4085 0.00
H 6.3334 -0.1268 -1.6402 0.08
H -2.5842 -1.5791 3.3481 0.10
H -2.1754 -0.6122 -1.0304 0.04
H -4.7015 -1.0358 2.2289 0.11
H -7.9751 -1.2903 -1.0208 0.08
H 2.7602 3.0157 -8.0581 0.08
H 1.6425 1.7122 -7.6723 0.08
H 0.5528 0.9012 1.2681 0.09
H 3.7233 1.4282 -4.4183 0.11
H -5.2827 -5.6114 0.1633 0.08
H -1.7346 -0.1833 2.7073 0.11
H -6.7990 -2.0749 -2.0965 0.08
H -2.5874 0.1863 -4.1330 0.05
H 0.7533 1.5881 -5.3266 0.12
H 4.2908 6.8421 0.2307 0.09
H 0.3958 0.2439 5.2160 0.06
H -4.5193 -3.8303 0.0527 0.10
H 2.1893 3.5069 -2.4681 0.07
H 3.2672 7.4752 -3.1725 0.12
H -5.1117 -7.2737 0.6637 0.09
H 1.7051 2.5825 -4.1894 0.09
H -0.4564 -2.0828 2.1272 0.11
H 1.7953 -0.5461 -1.7740 0.12
H -0.7885 1.3562 4.6031 0.08
H -2.7069 -4.3837 2.2380 0.12
H -2.6897 -3.8839 0.0212 0.13
H 4.6289 8.2822 -0.8288 0.09
H 2.6570 5.2334 -3.7243 0.11
H 1.6806 3.4241 1.3173 0.11
H -0.8197 -1.2130 -0.7254 0.05
H -8.1261 -3.0270 -1.3066 0.08
H 3.0313 -3.0510 7.7693 0.08
H 0.4204 -1.3691 3.3536 0.10
H -2.0484 -2.9648 -2.0758 0.00
H -5.0669 -0.9363 -0.4668 0.12
H -1.2509 0.0060 -3.4451 0.02
```

Properties
SMILES = COCCNCCOC.COCCNCCOC.COCCNCCOC.COCCNCCOC.O.O.O
HOMO energy = -7.71 eV
energy relative to the best compared isomer or geometry (same formula, charge and spin) = 5.7279 eV
frontier orbital gap = 7.758 eV

=====

Entry 4:
Computed, not measured: 6 unconnected molecules or ions with the total composition C24H66N6O6 at a distorted geometry, with the ωB97M-V functional and the def2-TZVPD basis.

```
102
Properties=species:S:1:pos:R:3:lowdin_charge:R:1
O -0.9684 -4.7724 1.9612 -0.24
O -5.2159 5.3216 -3.3808 -0.20
O 0.9471 0.7703 -0.2435 -0.17
O 4.6668 -3.5245 0.2396 -0.21
O 3.5794 1.4680 2.3506 -0.18
O 2.3446 -2.9465 -4.1031 -0.23
N -2.4416 1.3140 -0.7575 0.03
N -3.6559 -2.1897 2.1578 0.05
N 1.6873 -5.1641 1.8357 0.04
N -6.0119 7.0880 -0.2330 0.01
N 0.4877 -2.0947 -5.7641 0.03
N 3.1487 5.2598 2.2282 0.04
C -3.8495 4.9394 -3.3544 -0.09
C -5.8102 6.1997 -2.4277 -0.18
C 3.7726 -4.5885 0.5837 -0.18
C -1.7275 -3.7129 2.5699 -0.18
C 1.3006 -2.3023 -3.3900 -0.17
C -5.7699 4.8348 -0.1399 -0.05
C -1.0544 2.7455 0.5274 -0.05
C 2.8587 -3.0834 2.5443 -0.05
C -2.3442 -2.7883 0.3209 -0.05
C 3.4224 2.7878 1.8108 -0.18
C -2.8371 -3.2881 1.6602 -0.47
C -5.3678 6.1149 -0.9495 -0.48
C 2.5262 -4.0638 1.3932 -0.41
C 4.4949 1.3504 3.3815 -0.13
C 2.9542 3.9201 2.7970 -0.41
C -0.6528 -0.7681 -4.0929 -0.06
C 3.3500 -3.4458 -3.1871 -0.06
C -1.0352 1.6477 -0.5621 -0.41
C -1.6194 -6.1224 2.0849 -0.03
C 5.9665 -3.9884 0.0455 -0.13
C -0.3553 0.3292 -0.1558 -0.24
C 0.6095 -1.4634 -4.5311 -0.48
C 1.4573 3.8015 3.1959 -0.06
C 1.8369 -0.1793 0.2548 -0.11
H -1.5008 -2.1357 0.5466 0.06
H 1.8774 -3.6245 0.6355 0.12
H -0.7093 -0.4802 -0.7943 0.10
H 4.9300 0.3569 3.4891 0.09
H -4.2931 -1.8877 1.4347 0.07
H -0.0807 3.2348 0.5552 0.06
H -1.8911 -6.3914 3.1057 0.08
H 3.4260 5.1041 1.2696 0.06
H -3.1381 -2.2156 -0.1585 0.08
H 1.4432 -0.7985 -4.7567 0.13
H -5.6450 7.1907 -2.8504 0.12
H 0.7088 -4.9142 1.8207 0.01
H -5.1867 4.1029 -0.6988 0.04
H -0.3652 -0.1852 -3.2179 0.06
H -0.5586 2.0288 -1.4653 0.14
H 1.7543 -0.5883 1.2618 0.08
H -0.6836 0.0475 0.8446 0.12
H 4.2504 -3.6215 -3.7758 0.09
H 6.4748 -3.0723 -0.2551 0.09
H 5.2345 2.1187 3.1558 0.09
H -1.0994 -0.0359 -4.7656 0.07
H -7.0065 7.0696 -0.4075 0.08
H -2.9786 1.9938 -1.2767 0.06
H 1.4150 4.3018 4.1633 0.07
H -3.4013 -4.1991 1.4604 0.12
H 1.7796 -1.7069 -2.6127 0.11
H 3.4694 -2.9179 -2.2410 0.08
H -2.6126 -6.1221 1.6360 0.07
H 3.6134 3.7680 3.6516 0.11
H 2.9263 -4.4455 -3.0918 0.09
H 4.1818 1.6096 4.3929 0.08
H 0.9128 2.8633 3.3032 0.07
H 4.2819 3.1321 1.2357 0.12
H 1.8787 -1.0744 -0.3658 0.07
H -1.4096 2.3484 1.4783 0.08
H 1.8358 -5.2137 2.8335 0.06
H -3.2289 5.6766 -3.8637 0.09
H -2.7491 1.2682 0.2035 0.06
H 0.7099 -1.4588 -6.5167 0.08
H -1.4778 -1.4481 -3.8809 0.08
H -3.4966 4.7334 -2.3439 0.07
H 1.2585 -2.7463 -5.8009 0.06
H 3.8118 5.8485 2.7118 0.07
H 3.2871 -2.1637 2.1459 0.06
H -1.8136 3.4766 0.2494 0.07
H 1.9846 -2.8980 3.1686 0.07
H -1.9610 -3.5721 -0.3325 0.08
H -2.0732 -4.0239 3.5557 0.12
H -4.2360 -2.7124 2.7984 0.07
H 0.8672 4.3421 2.4559 0.06
H -3.9417 4.0081 -3.9132 0.09
H -6.7218 4.3345 -0.3175 0.08
H 2.7816 0.3544 0.1502 0.09
H -1.0797 -6.9294 1.5892 0.09
H -5.8238 7.9194 -0.7748 0.07
H -6.8973 6.1525 -2.3632 0.12
H 6.0508 -4.6797 -0.7930 0.08
H -4.3009 6.3128 -0.8457 0.14
H 0.5445 -2.9911 -3.0134 0.13
H -0.9851 -2.9411 2.7731 0.13
H 6.3393 -4.5275 0.9164 0.09
H -5.3811 4.6584 0.8630 0.08
H 3.6818 -3.4713 3.1443 0.08
H 4.2218 -5.3792 1.1847 0.12
H 3.4104 -4.9846 -0.3650 0.11
H 2.6897 2.7960 1.0039 0.11
```

Properties
SMILES = COC[C@H](C)N.COC[C@H](C)N.COC[C@H](C)N.COC[C@H](C)N.COC[C@H](C)N.COC[C@H](C)N
HOMO energy = -8.53 eV
energy relative to the best compared isomer or geometry (same formula, charge and spin) = 5.8944 eV
frontier orbital gap = 9.236 eV

=====

Number 1: electronic energy -155248.735 eV. Number 2: electronic energy -75510.180 eV. Number 3: electronic energy -54432.126 eV. Number 4: electronic energy -47175.822 eV.